{"formula": "C9H18O3", "method": "the ωB97M-V functional and the def2-TZVPD basis", "e_lumo_ev": 0.44, "relative_energy_kj_mol": 3.27, "smiles": "CC(C)=O.CC(C)=O.CC(C)=O", "max_force_ha_per_bohr": 0.00865, "total_energy_ha": -579.4325, "elements": ["C", "C", "C", "O", "H", "H", "H", "H", "H", "H", "C", "C", "C", "O", "H", "H", "H", "H", "H", "H", "C", "C", "C", "O", "H", "H", "H", "H", "H", "H"], "coordinates": [[0.08629, 0.31576, 0.88366], [-1.09291, -0.60929, 0.99480], [-1.03805, -1.88617, 0.19088], [-2.04457, -0.35580, 1.69509], [1.03165, -0.22359, 0.96690], [0.04871, 1.08998, 1.64675], [0.07653, 0.81314, -0.09097], [-0.50559, -1.75361, -0.75024], [-2.04925, -2.24037, 0.00823], [-0.49742, -2.62867, 0.78303], [-0.94111, 2.35861, 4.42332], [-1.72666, 3.45208, 3.72779], [-2.02401, 3.20535, 2.25884], [-2.04029, 4.46847, 4.29060], [0.07343, 2.34863, 4.00874], [-1.37291, 1.37765, 4.21588], [-0.87911, 2.52620, 5.49395], [-2.72026, 3.93772, 1.86417], [-2.40109, 2.18889, 2.12717], [-1.08609, 3.26737, 1.69787], [2.28263, -3.04962, -4.98454], [2.69543, -1.97587, -4.00785], [1.62169, -1.34060, -3.17206], [3.85701, -1.68042, -3.85199], [2.15154, -3.97303, -4.40989], [3.08297, -3.21106, -5.70145], [1.34283, -2.82792, -5.48428], [2.01250, -0.42321, -2.73867], [1.35118, -2.01710, -2.35437], [0.70494, -1.15355, -3.73140]], "atomic_forces_ev_per_a": [[0.2, 0.3, 0.1], [-0.1, -0.1, -0.1], [0.0, 0.1, 0.0], [0.0, 0.1, 0.1], [0.0, -0.1, -0.1], [-0.1, -0.1, 0.1], [0.0, -0.1, 0.0], [0.0, 0.0, 0.0], [0.0, -0.1, 0.0], [0.0, 0.0, 0.0], [0.0, -0.1, -0.2], [0.2, -0.2, -0.3], [0.1, -0.2, 0.2], [-0.2, 0.2, 0.1], [-0.1, 0.0, 0.0], [0.0, 0.0, 0.0], [-0.1, 0.1, 0.0], [0.0, 0.1, 0.1], [0.0, 0.1, -0.1], [0.0, 0.0, 0.0], [0.2, -0.1, 0.2], [0.2, -0.1, -0.1], [-0.2, 0.1, 0.3], [-0.1, 0.0, -0.1], [-0.1, 0.0, -0.1], [0.0, 0.0, 0.0], [0.0, 0.0, 0.0], [-0.1, 0.0, 0.0], [0.1, 0.0, -0.1], [0.1, 0.1, -0.1]]}

***

{"formula": "C9H18OS2", "method": "the ωB97M-V functional and the def2-TZVPD basis", "e_lumo_ev": 0.63, "relative_energy_kj_mol": 0.00, "smiles": "CCC[C@H](C)[C@H]1SC[C@@H](CO)S1", "max_force_ha_per_bohr": 0.06020, "total_energy_ha": -1225.2718, "elements": ["C", "C", "C", "C", "C", "C", "S", "C", "C", "C", "O", "S", "H", "H", "H", "H", "H", "H", "H", "H", "H", "H", "H", "H", "H", "H", "H", "H", "H", "H"], "coordinates": [[-1.17957, -3.58043, -1.81123], [-1.34992, -3.24824, -0.27955], [-1.59758, -1.63762, 0.05725], [-0.54658, -0.68572, -0.46783], [0.83085, -0.96499, 0.28209], [-1.06507, 0.82968, -0.22230], [-0.99039, 1.02766, 1.56347], [0.50615, 2.12478, 1.75877], [0.65675, 3.13917, 0.48817], [2.06114, 3.61466, 0.31848], [3.03811, 2.56378, 0.08868], [0.13725, 2.09246, -0.97447], [-1.14416, -4.62407, -1.95026], [-2.01437, -3.18094, -2.29374], [-0.30698, -3.10106, -2.18121], [-0.57279, -3.72613, 0.31426], [-2.26641, -3.61947, 0.13063], [-1.60304, -1.65967, 1.15377], [-2.57474, -1.25251, -0.25018], [-0.37921, -0.82426, -1.56242], [1.51490, -0.20212, 0.07219], [1.22750, -2.01679, 0.07838], [0.73140, -0.89252, 1.40768], [-2.08567, 1.02217, -0.65996], [0.38367, 2.57812, 2.70582], [1.42406, 1.61630, 1.99490], [-0.01281, 4.01200, 0.38976], [2.14140, 4.27077, -0.52401], [2.25719, 4.27777, 1.11427], [2.77894, 2.04720, -0.74143]], "atomic_forces_ev_per_a": [[0.0, 0.9, 3.0], [-0.5, 2.2, -1.0], [0.8, -2.1, -0.1], [1.1, 0.7, 0.3], [-1.6, -1.6, 0.9], [1.8, -0.8, -0.5], [0.1, 1.6, 0.8], [-0.9, 0.7, -1.8], [-1.4, -2.3, 0.6], [0.6, -1.4, -2.1], [-0.8, -0.2, -0.4], [-0.5, -0.4, 0.2], [0.2, -1.3, -0.3], [-1.4, 0.6, -1.1], [0.9, 0.2, -0.4], [0.3, 0.5, 0.1], [-0.7, -0.8, -0.1], [0.0, 0.5, -0.1], [-0.2, -0.7, -0.2], [-0.2, 0.1, 0.6], [1.4, 0.9, -0.8], [-0.5, 1.6, -0.1], [-0.3, -0.3, -1.3], [1.1, -0.3, 0.7], [-0.8, 1.3, 0.9], [0.5, -0.8, -1.1], [0.1, -0.5, 1.0], [-0.3, 0.5, -0.8], [1.1, 0.1, 1.5], [0.2, 1.2, 1.7]]}

***

{"formula": "C9H19BrNO13PS2", "method": "the ωB97M-V functional and the def2-TZVPD basis", "e_lumo_ev": -0.23, "smiles": "CCOCCON(C(=O)O)P(O)Br.O=S1(=O)OCCO1.O=S1(=O)OCCO1", "max_force_ha_per_bohr": 0.01008, "total_energy_ha": -5098.8968, "elements": ["C", "C", "O", "C", "C", "O", "N", "C", "O", "O", "P", "O", "Br", "H", "H", "H", "H", "H", "H", "H", "H", "H", "H", "H", "O", "S", "O", "O", "C", "C", "O", "H", "H", "H", "H", "O", "S", "O", "O", "C", "C", "O", "H", "H", "H", "H"], "coordinates": [[-3.83273, -4.29260, -2.64660], [-2.71182, -4.12249, -1.62362], [-2.00157, -2.91379, -1.84545], [-0.63770, -3.05692, -2.16411], [0.25234, -3.57048, -1.04849], [0.40873, -2.69360, 0.06774], [-0.79866, -2.69144, 0.81850], [-0.54617, -3.38555, 2.06528], [0.51264, -3.50245, 2.58128], [-1.67499, -3.89443, 2.56931], [-1.15126, -0.97390, 1.05443], [-1.16239, -0.55320, -0.50956], [-3.33821, -1.17047, 1.47634], [-4.01274, -5.34938, -2.85193], [-4.76840, -3.85917, -2.29199], [-3.55489, -3.80320, -3.58102], [-2.03604, -4.98425, -1.65475], [-3.12956, -4.07895, -0.61142], [-0.50598, -3.73393, -3.02235], [-0.29338, -2.06506, -2.46243], [1.26656, -3.66801, -1.44343], [-0.05972, -4.55473, -0.68430], [-2.38280, -3.78582, 1.91678], [-1.97428, -0.09932, -0.77539], [5.24039, 1.53004, 0.33899], [4.01507, 2.04240, 0.83094], [3.89660, 3.41980, 1.16855], [3.53282, 1.13270, 2.04076], [2.19422, 0.64705, 1.81587], [2.10461, 0.53909, 0.30608], [2.81468, 1.70192, -0.15816], [1.48326, 1.36986, 2.21861], [2.08486, -0.30837, 2.32154], [1.08801, 0.58689, -0.07349], [2.60032, -0.35838, -0.06553], [-0.77003, 7.50587, -0.75540], [-0.68828, 6.26944, -0.06506], [-1.83052, 5.43496, 0.05511], [-0.04939, 6.54435, 1.37014], [1.11264, 5.72202, 1.57443], [1.68121, 5.54533, 0.18150], [0.50525, 5.38433, -0.63528], [0.80269, 4.77127, 2.01045], [1.78595, 6.24120, 2.24994], [2.29401, 4.65648, 0.08672], [2.23463, 6.42492, -0.14952]], "atomic_forces_ev_per_a": [[0.0, -0.1, 0.1], [-0.1, -0.1, 0.0], [-0.1, 0.0, 0.0], [0.0, 0.1, -0.1], [0.1, -0.1, -0.1], [-0.1, 0.3, 0.0], [0.1, -0.3, 0.2], [-0.4, 0.1, -0.3], [0.5, -0.1, 0.2], [-0.1, 0.0, 0.0], [0.1, 0.0, -0.2], [-0.1, 0.3, 0.3], [-0.1, 0.0, 0.0], [0.0, 0.0, 0.0], [0.1, 0.1, -0.1], [0.0, -0.1, 0.0], [0.0, 0.1, -0.1], [0.1, -0.1, 0.0], [0.0, 0.0, 0.0], [0.0, -0.1, 0.0], [0.0, 0.0, 0.0], [0.0, 0.1, 0.0], [0.0, 0.0, 0.1], [0.0, -0.2, -0.1], [0.0, 0.0, 0.0], [-0.1, 0.0, 0.0], [0.1, 0.0, 0.0], [0.0, -0.1, 0.0], [-0.1, 0.0, 0.0], [0.0, -0.2, 0.0], [0.0, 0.0, 0.0], [0.0, 0.0, 0.0], [0.1, 0.0, 0.0], [0.1, 0.1, 0.0], [0.0, 0.0, 0.0], [0.0, 0.0, 0.0], [0.0, 0.0, 0.0], [0.0, 0.0, 0.0], [0.0, 0.1, 0.0], [0.1, -0.1, 0.0], [0.1, 0.0, 0.0], [0.0, 0.0, 0.0], [0.0, 0.0, 0.0], [0.0, 0.1, 0.0], [-0.1, 0.0, -0.1], [0.0, 0.0, 0.0]]}

***

{"formula": "C9H19ClNO", "method": "the ωB97M-V functional and the def2-TZVPD basis", "e_lumo_ev": 3.18, "relative_energy_kj_mol": 248.93, "charge": -1, "max_force_ha_per_bohr": 0.08480, "total_energy_ha": -944.4608, "elements": ["Cl", "C", "C", "C", "C", "C", "C", "N", "O", "C", "C", "C", "H", "H", "H", "H", "H", "H", "H", "H", "H", "H", "H", "H", "H", "H", "H", "H", "H", "H", "H"], "coordinates": [[-1.47655, 2.67283, -0.91386], [2.13815, 1.60583, 0.13350], [1.06325, 0.57765, 0.46122], [0.01008, 1.26542, 1.35019], [-1.17557, 0.41767, 1.59715], [-1.87803, 0.10550, 0.14258], [-0.85181, -0.59064, -0.81753], [0.41645, 0.23777, -0.81976], [1.27032, -0.07844, -1.85763], [-0.54277, -2.09751, -0.45879], [-1.62526, -0.70383, -2.16190], [1.84387, -0.53434, 1.18589], [2.90813, 1.15026, -0.48914], [2.60030, 1.86732, 1.08542], [1.70168, 2.48601, -0.33861], [0.48599, 1.46159, 2.31099], [-0.19141, 2.26635, 0.96856], [-2.02697, 0.83295, 2.13637], [-0.72384, -0.43359, 2.10646], [-2.24262, 1.02199, -0.32134], [-2.58317, -0.65647, 0.47468], [-0.56843, -2.64393, -1.40159], [0.43074, -2.23466, 0.01191], [-1.30114, -2.45734, 0.23656], [-0.93970, -0.59068, -3.00172], [-2.19276, -1.63434, -2.14909], [-2.32617, 0.13041, -2.19143], [1.23861, -1.19673, 1.80477], [2.58190, -0.26279, 1.94066], [2.36400, -1.10373, 0.41559], [1.59275, -0.88050, -1.44011]], "atomic_forces_ev_per_a": [[-0.2, 2.3, -1.1], [0.1, 0.2, 0.2], [0.1, 0.9, -0.3], [1.2, 1.2, 0.8], [-1.3, -0.2, -2.8], [2.4, -2.3, 2.8], [0.0, -0.1, 0.6], [-3.2, 0.8, 0.8], [0.5, -1.0, 0.6], [0.1, 0.9, 0.1], [0.6, 1.5, 0.4], [-0.5, -1.1, 0.3], [0.0, 0.2, -0.1], [0.1, 0.3, 0.0], [0.1, -0.1, -0.1], [0.5, -0.1, 0.4], [-0.3, -0.4, -0.3], [0.5, 0.3, 0.6], [-0.9, -0.7, 0.0], [-0.3, -0.6, 0.5], [-0.7, -0.1, -0.7], [0.1, -0.4, 0.3], [0.0, -0.1, 0.0], [-0.1, -0.2, -0.1], [-0.1, -0.4, -0.2], [0.1, 0.0, -0.3], [0.0, 0.0, -0.3], [-0.4, -0.4, -0.5], [0.2, 0.9, -0.4], [0.2, -0.4, 0.2], [1.1, -0.9, -1.1]]}

***

no.,HOMO energy (hartree)
1,-0.347
2,-0.317
3,-0.367
4,-0.126